1.
The following is a DFT calculation (wB97M-V/def2-TZVPD) of an isolated molecule of C10H17Cl2N2O4P.

Computed properties:
- Frontier orbital gap: 8.512 eV
- Highest occupied orbital energy: -0.3158 Ha
- SMILES: CNC[C@]1(CCN)OC(=O)[C@H](P(O)Cl)[C@H]1CC(=O)Cl

XYZ file:
```
36
Properties=species:S:1:pos:R:3:forces:R:3:mulliken_charge:R:1
C 0.863622 2.770068 -1.784163 0.2 -0.1 -0.1 -0.87
N -0.166988 1.774845 -2.012412 -0.1 0.1 0.0 -0.18
C -0.705936 1.097367 -0.860744 -0.1 0.2 0.0 -1.54
C 0.304109 0.196558 -0.047632 -0.3 0.0 0.2 2.36
C 0.762069 1.020266 1.154484 0.3 -0.2 0.1 -1.75
C -0.203721 1.071610 2.358843 -0.2 0.4 0.0 -0.62
N -1.630063 1.158115 2.018774 0.2 -0.2 -0.2 -0.46
O 1.406671 -0.116329 -0.938353 0.0 0.2 -0.1 -0.46
C 1.002999 -1.090059 -1.791950 0.4 -0.2 -0.3 -0.10
O 1.593919 -1.354158 -2.802647 -0.3 0.1 0.5 -0.59
C -0.190342 -1.844341 -1.193433 0.2 0.2 -0.1 -0.47
P -1.751681 -2.102399 -2.226128 0.0 0.1 -0.1 0.05
O -2.888565 -1.274550 -1.367921 0.2 -0.1 0.1 -0.49
Cl -1.531217 -0.739871 -3.738848 0.0 0.0 0.0 -0.17
C -0.205829 -1.239370 0.235980 0.1 -0.6 0.0 0.11
C 0.749919 -2.250598 0.980536 -0.1 0.3 0.0 -1.39
C 1.442814 -1.933837 2.280055 0.0 -0.5 0.7 0.29
O 0.981655 -2.028517 3.373285 0.1 0.4 -0.6 -0.47
Cl 3.209477 -1.688126 2.092074 -0.1 0.2 0.0 -0.21
H 1.320898 3.030117 -2.741159 -0.1 0.0 0.0 0.35
H 0.426893 3.681403 -1.365867 0.0 0.0 0.1 0.27
H 1.680603 2.431793 -1.135387 0.0 0.0 0.0 0.27
H 0.070009 1.160169 -2.773726 0.0 -0.1 0.0 0.29
H -1.589080 0.544884 -1.164847 0.0 -0.2 0.0 0.47
H -1.076047 1.856939 -0.170818 0.0 -0.1 -0.1 0.41
H 1.731458 0.670616 1.508371 0.1 -0.1 0.1 0.35
H 0.927189 2.047806 0.828599 0.0 -0.1 -0.2 0.51
H 0.082678 1.959616 2.931300 0.1 -0.1 0.0 0.48
H -0.051994 0.236519 3.030954 0.1 -0.3 0.0 0.21
H -2.174236 0.444268 2.475582 0.0 0.1 0.2 0.17
H -2.030146 2.059158 2.224012 0.0 0.0 0.0 0.20
H 0.155810 -2.883006 -1.159872 -0.1 0.1 0.0 0.73
H -2.986323 -1.676587 -0.494308 -0.2 0.1 0.0 0.34
H -1.169915 -1.268138 0.745396 0.0 0.3 -0.1 0.90
H 1.525550 -2.614348 0.307259 0.0 0.2 0.0 0.56
H 0.113740 -3.107883 1.224715 0.1 0.0 0.0 0.44
```
Positions in Å, forces in eV/Å.



2.
The following is a DFT calculation (wB97M-V/def2-TZVPD) of a cluster of 8 separate species, C33H79N3O8 in total in a non-equilibrium geometry.

Computed properties:
- Frontier orbital gap: 8.465 eV
- Highest occupied orbital energy: -0.2974 Ha
- Relative energy (zero: lowest compared OMol25 entry of this formula, charge and spin): 46.6 kcal/mol
- SMILES: CC1(C)CCCC(C)(C)N1O.CC1(C)CCCC(C)(C)N1O.CC1(C)CCCC(C)(C)N1O.CCO.CO.CO.CO.CO

XYZ file:
```
123
Properties=species:S:1:pos:R:3:forces:R:3:mulliken_charge:R:1
C -0.437641 -3.923472 3.641177 -0.8 -1.6 0.9 -2.08
C 1.052532 -4.252610 3.878807 -0.6 -0.1 -0.2 1.89
C 1.266270 -5.764431 4.036001 -0.4 -0.7 -0.1 -2.02
C 1.792692 -3.798685 2.610518 0.6 -0.4 -0.2 0.20
C 3.290965 -3.526462 2.776621 -0.3 1.2 0.5 -0.58
C 3.633655 -2.798615 4.089470 -0.1 0.4 0.4 -1.47
C 2.865641 -3.255853 5.348579 0.7 -1.2 0.1 1.74
C 3.541748 -4.558166 5.859475 0.1 -0.4 0.8 -1.82
C 2.992042 -2.152469 6.411268 -1.2 0.3 -0.9 -2.00
N 1.461177 -3.453751 5.022592 0.4 1.7 -0.8 0.69
O 0.699401 -3.681068 6.180841 -0.1 -0.6 0.1 -0.55
H -1.050784 -4.638761 4.208695 0.1 0.0 0.1 0.50
H -0.749954 -2.969222 4.061719 0.3 0.4 -0.6 0.19
H -0.783729 -4.115915 2.624855 0.3 0.5 -0.2 0.42
H 0.753204 -6.285151 3.220562 0.1 0.1 -0.1 0.45
H 2.315431 -6.055630 3.999716 0.1 0.2 -0.1 0.41
H 0.851530 -6.226794 4.934984 0.0 0.5 0.2 0.36
H 1.711482 -4.592838 1.861672 -0.2 -0.1 0.1 0.64
H 1.261093 -2.975281 2.134077 0.2 0.4 0.4 -1.09
H 3.910930 -4.417344 2.692259 -0.2 -0.2 0.0 0.49
H 3.579837 -2.834366 1.981306 0.2 -0.3 -0.2 0.12
H 3.521529 -1.708386 4.065638 -0.4 -0.1 -0.6 0.40
H 4.702652 -2.918462 4.284061 0.0 -0.1 0.1 0.42
H 2.851426 -5.351629 6.149682 -0.3 0.3 0.0 0.33
H 4.097899 -4.345891 6.777409 0.2 0.0 -0.2 0.48
H 4.228357 -5.039159 5.160158 0.0 0.3 -0.2 0.29
H 2.644617 -2.470629 7.390505 0.6 -0.2 0.2 0.42
H 2.260693 -1.384685 6.128831 0.2 0.1 -0.1 0.41
H 3.972710 -1.687472 6.346287 0.2 -0.2 0.5 0.45
H 0.056957 -2.961987 6.183422 0.1 0.0 0.0 0.34
C -2.983933 4.893722 -4.283795 0.4 -0.1 -0.7 -1.86
C -3.729371 3.549399 -4.326973 -1.2 0.9 1.2 1.70
C -3.821830 3.063413 -2.852338 1.1 -1.0 -0.2 -1.02
C -5.137319 3.876598 -4.843166 -0.7 -0.5 -0.7 -1.44
C -5.973240 2.647482 -5.269825 1.1 0.8 0.2 -0.70
C -5.168256 1.847317 -6.290677 -0.4 -0.5 0.9 -1.19
C -3.768243 1.464756 -5.792892 0.8 -0.9 -0.8 1.57
C -3.809281 0.213704 -4.893755 0.0 0.8 0.9 -1.73
C -2.968305 1.048233 -7.057816 -0.8 0.1 0.0 -1.98
N -3.092536 2.622863 -5.229021 -0.2 0.8 -0.9 0.02
O -1.790466 2.296468 -4.811280 0.3 -0.2 0.5 -0.15
H -2.723669 5.262673 -5.281963 -0.1 -0.3 -0.1 0.47
H -3.627696 5.674448 -3.880414 0.1 -0.1 0.5 0.38
H -2.049554 4.791510 -3.731139 -0.1 0.2 0.2 0.32
H -4.468456 3.609270 -2.169656 -0.2 0.2 -0.3 0.40
H -4.052156 1.995993 -2.806829 -0.4 0.2 0.0 0.16
H -2.806151 3.099118 -2.444248 -0.1 0.1 0.1 -0.01
H -5.695103 4.445066 -4.097886 0.2 0.0 0.2 0.49
H -5.078291 4.519912 -5.727349 0.3 0.1 0.0 0.38
H -6.182379 2.047167 -4.382853 -0.2 -0.1 -0.1 0.32
H -6.900867 3.010554 -5.709383 -0.2 -0.2 0.1 0.41
H -5.115669 2.352651 -7.254154 0.0 0.1 0.0 0.41
H -5.686481 0.890948 -6.402419 0.0 0.1 -0.5 0.39
H -4.373218 0.407413 -3.976388 -0.2 -0.2 -0.2 0.33
H -2.798464 -0.018148 -4.554777 0.0 -0.2 -0.2 0.31
H -4.255666 -0.632672 -5.409738 0.1 0.0 -0.1 0.53
H -1.971055 0.653045 -6.881274 0.1 0.2 0.3 0.33
H -2.948773 1.917141 -7.717040 0.3 -0.1 -0.1 0.53
H -3.541105 0.255232 -7.544892 0.0 0.0 -0.1 0.40
H -1.206132 2.917905 -5.261313 -0.2 0.0 -0.2 0.30
C 0.975266 2.962394 -1.052213 0.1 -0.8 -0.7 -1.20
C 0.733761 1.433879 -1.136964 1.6 -0.4 0.1 2.11
C -0.266613 1.039228 -2.231812 0.0 0.0 1.3 -1.87
C 2.062722 0.737608 -1.564854 0.3 -1.5 -0.9 -1.45
C 3.239867 0.824118 -0.600010 -0.5 1.0 -0.4 -0.52
C 2.760768 0.411739 0.789728 1.0 0.0 -0.1 -1.02
C 1.414975 0.969023 1.253197 -0.3 0.4 1.0 2.27
C 0.929320 0.147975 2.435460 -0.5 0.1 0.7 -2.26
C 1.654377 2.408344 1.826535 0.7 0.7 -1.1 -1.55
N 0.438759 0.794840 0.178788 -0.7 0.1 -1.7 0.88
O -0.894780 1.186816 0.510825 0.9 0.4 0.8 -0.27
H 0.859284 3.352855 -2.064069 -0.2 0.3 0.1 0.46
H 0.315139 3.480821 -0.361806 0.0 0.1 -0.1 0.23
H 2.019267 3.096062 -0.783133 -0.1 0.5 0.2 -0.12
H -1.282307 1.384800 -2.050209 0.1 0.2 0.0 0.14
H 0.103087 1.461825 -3.161220 -0.1 -0.3 -0.2 0.50
H -0.291577 -0.050705 -2.207261 -0.1 0.0 -0.5 0.06
H 1.859153 -0.335594 -1.685343 -0.4 0.0 0.5 0.22
H 2.329323 0.897295 -2.617420 0.1 1.0 0.2 0.54
H 4.132150 0.267871 -0.890193 -0.4 -0.5 -0.2 -0.09
H 3.643054 1.843807 -0.663615 -0.2 0.1 0.6 0.33
H 3.563160 0.729981 1.463200 -0.3 0.0 0.4 0.41
H 2.731865 -0.678729 0.870861 -0.1 -0.1 -0.2 -0.06
H 0.042436 0.592682 2.894639 0.1 0.2 0.0 0.47
H 1.717126 0.154877 3.190819 -0.1 -0.3 0.1 0.49
H 0.610641 -0.874184 2.226148 0.4 -0.1 -0.4 -0.11
H 2.087011 2.392547 2.825226 -0.3 -0.3 0.1 0.42
H 0.853157 3.151197 1.795556 -0.5 -0.5 0.3 0.20
H 2.403811 2.915150 1.208469 0.1 -0.2 0.1 0.42
H -0.778908 2.103259 0.822857 -0.5 -0.1 0.0 0.28
C -3.431474 0.259485 2.993210 0.0 -0.5 -0.6 -0.71
C -3.049711 -0.437494 4.295561 -1.2 1.8 0.3 -0.25
O -1.894925 0.166786 4.885812 0.8 -1.0 -0.5 -0.47
H -3.400048 1.347751 3.031344 0.1 0.0 0.3 0.29
H -4.435970 -0.034477 2.673266 0.0 0.0 0.2 0.41
H -2.771333 -0.072442 2.187459 0.1 0.2 0.0 -0.05
H -2.979831 -1.504368 4.091835 0.6 0.0 0.4 0.19
H -3.845217 -0.246818 5.026608 -0.2 -0.6 -0.2 0.35
H -2.177342 0.866221 5.472281 -0.2 0.1 0.1 0.27
C -3.141181 -1.494104 -1.245785 -0.4 0.9 1.0 -0.24
O -3.445492 -2.747040 -0.667083 0.5 -0.3 -0.2 -0.64
H -2.318441 -0.949191 -0.765445 0.4 -0.5 -0.1 -0.07
H -2.983354 -1.499382 -2.325763 -0.2 -0.2 -0.1 0.29
H -3.974184 -0.848158 -0.950235 -0.2 0.0 -0.7 0.29
H -2.614682 -3.232593 -0.533716 -0.1 0.3 0.0 0.36
C 0.285142 -2.841597 -1.094963 -0.8 0.1 0.3 -0.29
O -0.656419 -3.040104 -0.029722 0.3 -0.2 0.1 -0.45
H 1.147699 -3.502593 -1.029914 0.0 -0.2 0.1 0.32
H -0.332103 -3.059473 -1.962046 0.5 -0.1 -0.4 0.32
H 0.642053 -1.816671 -1.159762 -0.1 0.1 0.2 -0.23
H -0.483660 -2.494469 0.744721 0.3 0.1 -0.2 0.23
C 3.339121 6.744901 -0.830860 1.0 -0.2 -0.4 -0.22
O 4.562425 6.941600 -0.125851 -0.1 0.1 0.5 -0.52
H 2.564045 7.232509 -0.251094 -0.1 0.0 -0.1 0.21
H 3.443770 7.172892 -1.830516 -0.4 0.2 0.0 0.30
H 3.132160 5.680595 -0.969406 -0.2 0.0 0.2 -0.04
H 5.318291 6.732705 -0.677032 -0.1 -0.1 -0.2 0.29
C 6.199598 -2.025861 -0.336367 0.3 -0.3 -0.7 -0.32
O 7.557055 -2.083257 -0.761082 0.4 0.4 0.7 -0.55
H 6.109278 -1.712086 0.701889 0.5 0.0 0.0 0.18
H 5.683660 -1.280659 -0.946780 -0.4 -0.3 0.0 0.18
H 5.783846 -3.031804 -0.427149 -0.5 0.2 0.0 0.27
H 7.631231 -2.570582 -1.581527 -0.2 -0.1 -0.1 0.30
```
Positions in Å, forces in eV/Å.



3.
The following is a DFT calculation (wB97M-V/def2-TZVPD) of a structure of composition C26H17Cl4MnN2O2 in a non-equilibrium geometry.

Computed properties:
- Total charge: -1
- Frontier orbital gap (alpha / beta): 5.357 / 7.555 eV
- Multiplicity: 4
- Highest occupied orbital energy (alpha / beta): -0.1736 / -0.1848 Ha

XYZ file:
```
52
Properties=species:S:1:pos:R:3:forces:R:3:mulliken_charge:R:1
Mn 0.696580 0.299736 0.649140 1.6 -1.3 0.7 -0.24
Cl -1.401602 4.674074 5.189220 0.2 -0.5 -0.3 -0.22
C -0.752404 3.252404 4.394884 -0.1 0.1 -0.3 0.19
C -0.322101 2.166193 5.157660 0.2 -0.3 -0.1 0.20
Cl -0.433085 2.229161 6.906226 0.1 0.0 -0.6 -0.21
C 0.197206 1.029722 4.516116 -0.1 -0.1 0.0 0.10
Cl 0.732661 -0.326912 5.510883 -0.2 0.5 -0.7 -0.22
C 0.305054 0.937905 3.092869 -0.9 1.5 2.2 0.59
O 0.774775 -0.087343 2.486380 0.4 -0.6 0.2 -0.82
C -0.138161 2.056517 2.307374 -0.6 1.5 3.5 0.47
O -0.045469 1.983290 1.032354 0.2 0.2 -1.0 -0.71
C -0.661187 3.196650 2.994329 0.2 -0.1 -0.2 0.01
Cl -1.214447 4.588139 2.059173 0.3 -0.8 0.2 -0.21
C 0.619096 0.684720 -1.184888 2.2 2.7 -3.1 0.04
C 1.183121 1.512017 -2.313596 0.3 -0.1 1.0 0.19
C 2.509843 1.350793 -2.724199 0.2 0.6 -1.0 -0.20
C 2.998650 2.073022 -3.818503 -0.1 -0.5 0.5 -0.85
C 2.163356 2.958250 -4.509613 -0.1 -0.1 0.2 0.51
C 0.839382 3.127250 -4.094937 -0.3 -0.2 0.4 -0.75
C 0.352228 2.407746 -3.000949 0.5 0.3 -0.5 -0.32
C 2.655685 3.680385 -5.646117 0.4 0.6 -1.0 0.13
N 3.047966 4.263500 -6.570011 -0.4 -0.6 1.0 -0.58
H 0.930310 -0.306876 -1.497712 -1.8 -0.7 0.2 0.53
H -0.070931 1.411313 -0.723618 -1.7 -1.6 -1.0 0.19
H 3.168200 0.658604 -2.204148 -0.2 0.1 0.0 0.45
H 4.031429 1.931701 -4.132128 -0.2 0.1 0.0 0.39
H 0.174929 3.807239 -4.625166 0.2 -0.1 0.1 0.40
H -0.688101 2.534653 -2.707723 0.2 -0.1 0.1 0.44
C -3.958606 -1.906734 2.378078 -0.1 0.1 0.0 -0.39
C -3.088299 -2.983776 2.243672 0.6 0.3 -0.5 -0.61
C -1.877649 -2.825814 1.560233 -0.3 -0.4 0.1 0.01
C -1.508869 -1.598526 0.979028 -1.6 0.3 1.2 -0.37
C -2.398051 -0.526272 1.151371 -0.5 0.1 0.3 -0.12
C -3.610808 -0.674327 1.833808 0.6 -0.2 -0.1 -0.80
N -0.332343 -1.378366 0.340357 1.1 0.4 -0.4 0.45
C 0.130268 -2.324524 -0.514816 0.9 -1.1 -0.8 -0.42
C -0.669089 -3.003920 -1.452529 -0.2 -0.4 -0.3 0.08
C -0.129364 -3.942026 -2.339336 0.0 0.5 0.6 -0.68
C 1.234958 -4.213696 -2.321465 0.1 -0.1 0.0 -0.39
C 2.054536 -3.540744 -1.420627 -0.5 0.4 0.1 -0.78
C 1.505418 -2.604585 -0.537104 0.5 -0.4 -0.4 0.14
H -4.896420 -2.025091 2.908278 0.0 0.0 0.0 0.36
H -3.336416 -3.949515 2.669433 0.0 0.1 0.0 0.36
H -1.200010 -3.673402 1.477735 -0.1 0.1 0.0 0.41
H -2.135322 0.443911 0.734721 -0.1 -0.1 0.0 0.31
H -4.272327 0.178521 1.935956 0.0 0.0 0.0 0.40
H -1.735466 -2.790247 -1.489844 0.2 0.0 0.1 0.44
H -0.783170 -4.448333 -3.040491 0.0 0.0 0.0 0.36
H 1.656586 -4.938634 -3.007898 0.0 0.0 0.0 0.36
H 3.121251 -3.733049 -1.397965 0.0 0.0 0.0 0.39
H 2.157729 -2.081330 0.158876 -0.1 -0.1 0.0 0.25
H 2.418480 0.446624 0.607227 -1.2 -0.2 -0.2 -0.25
```
Positions in Å, forces in eV/Å.



no.,molar mass (g/mol),E (a.u.)
1,331.1,-2063.485139
2,646.0,-2070.677101
3,586.2,-4252.707846